# 1
{
  "formula": "C36H36N3P2RuSe2Si2",
  "method": "ωB97M-V with the def2-TZVPD basis set",
  "symbols": ["Ru", "Se", "P", "C", "C", "C", "C", "C", "C", "C", "C", "C", "C", "C", "C", "C", "C", "N", "N", "N", "P", "Se", "C", "C", "C", "C", "C", "C", "C", "C", "C", "C", "C", "C", "H", "H", "H", "H", "H", "H", "H", "H", "H", "H", "H", "H", "H", "H", "H", "H", "H", "H", "H", "H", "C", "Si", "C", "C", "C", "C", "C", "C", "C", "Si", "C", "C", "H", "H", "H", "H", "H", "H", "H", "H", "H", "H", "H", "H", "H", "H", "H", "H"],
  "xyz": [[-0.675417, -0.615755, -0.765802], [-3.941290, 4.675273, 1.978525], [-4.468670, 4.024817, 0.055525], [-6.142851, 3.349602, -0.084634], [-6.566035, 2.708980, -1.247562], [-7.879175, 2.287009, -1.370840], [-8.773757, 2.491208, -0.328188], [-8.358103, 3.128423, 0.831333], [-7.046815, 3.564152, 0.951931], [-4.352751, 5.293915, -1.232658], [-3.204857, 6.088753, -1.276842], [-3.111145, 7.118879, -2.194339], [-4.163168, 7.379724, -3.063549], [-5.315913, 6.614657, -3.002539], [-5.414444, 5.575778, -2.087098], [-3.286010, 2.707974, -0.445251], [-3.040591, 1.362333, -0.197253], [-1.772990, 1.141284, -0.647068], [-1.282123, 2.263546, -1.154014], [-2.169239, 3.201460, -1.044582], [-3.819075, -0.064328, 0.567018], [-2.557660, -1.860637, 0.254000], [-5.363320, -0.452024, -0.245522], [-6.438847, -0.917127, 0.503604], [-7.562613, -1.404433, -0.148219], [-7.600604, -1.436762, -1.533628], [-6.525869, -0.966432, -2.280499], [-5.405318, -0.472281, -1.639180], [-4.073530, 0.216296, 2.316446], [-3.559492, -0.644979, 3.283014], [-3.776053, -0.369548, 4.623886], [-4.489380, 0.760983, 4.997127], [-4.995432, 1.621867, 4.033201], [-4.792244, 1.349840, 2.692379], [-5.875154, 2.567962, -2.070433], [-8.208793, 1.808716, -2.283065], [-9.800071, 2.162942, -0.426716], [-9.057731, 3.299328, 1.638283], [-6.708222, 4.078536, 1.843242], [-2.398148, 5.906128, -0.582339], [-2.219069, 7.729725, -2.222096], [-4.088899, 8.190764, -3.775616], [-6.148724, 6.829532, -3.658385], [-6.333185, 5.007611, -2.037270], [-6.400635, -0.900297, 1.585322], [-8.403770, -1.765140, 0.427525], [-8.474766, -1.826829, -2.038095], [-6.563768, -0.989858, -3.361258], [-4.559905, -0.114246, -2.216647], [-2.994405, -1.521291, 2.995345], [-3.380970, -1.036379, 5.378017], [-4.644503, 0.977150, 6.045574], [-5.535736, 2.513216, 4.321140], [-5.187038, 2.024531, 1.946316], [0.891174, -3.066549, 1.033762], [1.400538, -1.843230, -0.291820], [2.881825, -0.867784, 0.276627], [1.681452, -2.708466, -1.935142], [2.341912, -3.939458, -1.999721], [2.587737, -4.541705, -3.222654], [2.173072, -3.927139, -4.398699], [1.509879, -2.712428, -4.347916], [1.255301, -2.096308, -3.119684], [0.338547, -0.480649, -2.973555], [1.254024, 1.036600, -3.509561], [-1.402529, -0.573354, -3.689101], [1.755289, -3.704725, 1.243244], [0.067453, -3.704674, 0.714976], [0.612226, -2.567831, 1.962177], [3.697382, -1.583553, 0.415316], [2.705668, -0.368995, 1.230056], [3.206295, -0.124892, -0.451226], [2.674794, -4.433753, -1.094382], [3.104446, -5.491213, -3.263015], [2.367003, -4.399161, -5.352519], [1.191018, -2.248092, -5.274707], [1.290773, 1.028487, -4.602930], [2.275471, 1.047630, -3.132203], [0.738262, 1.938796, -3.180447], [-1.316461, -1.008390, -4.689495], [-1.850391, 0.417952, -3.766351], [-2.081523, -1.226091, -3.129332]],
  "forces_ev_per_a": [[-0.6, 0.5, 0.3], [0.0, 0.1, 0.0], [0.1, -0.2, 0.0], [0.0, -0.1, 0.1], [0.0, -0.1, 0.0], [0.0, 0.0, 0.0], [0.0, 0.0, 0.0], [0.0, 0.0, 0.0], [0.0, 0.0, -0.1], [0.1, 0.1, 0.1], [0.0, 0.0, 0.0], [0.0, 0.0, 0.0], [0.0, 0.0, 0.0], [0.0, 0.0, 0.0], [0.0, 0.0, 0.0], [-0.1, 0.3, -0.2], [0.0, -0.2, 0.1], [0.1, 0.2, -0.1], [0.0, 0.0, 0.0], [0.0, 0.0, 0.0], [0.0, 0.1, 0.1], [-0.2, -0.1, 0.0], [-0.1, 0.0, 0.1], [0.0, 0.1, 0.0], [0.0, 0.0, 0.0], [0.0, 0.0, 0.0], [0.0, 0.0, 0.0], [0.0, 0.0, 0.0], [0.0, 0.0, 0.0], [0.0, 0.0, 0.0], [0.0, 0.0, 0.0], [0.0, 0.0, 0.0], [0.0, 0.0, 0.0], [0.0, -0.1, -0.1], [0.0, 0.0, 0.0], [0.0, 0.0, 0.0], [0.0, 0.0, 0.0], [0.0, 0.0, 0.0], [0.0, 0.0, 0.0], [0.0, 0.0, 0.0], [0.0, 0.0, 0.0], [0.0, 0.0, 0.0], [0.0, 0.0, 0.0], [0.0, 0.0, 0.0], [0.0, 0.0, 0.0], [0.0, 0.0, 0.0], [0.0, 0.0, 0.0], [0.0, 0.0, 0.0], [0.0, 0.0, 0.0], [0.0, 0.0, 0.0], [0.0, 0.0, 0.0], [0.0, 0.0, 0.0], [0.0, 0.0, 0.0], [0.0, 0.0, 0.1], [0.0, 0.1, 0.0], [0.4, -0.2, -0.2], [-0.1, 0.0, 0.0], [0.1, -0.1, 0.2], [0.0, 0.0, 0.0], [0.0, 0.0, 0.0], [0.0, 0.0, 0.0], [0.0, 0.0, 0.0], [0.0, 0.1, -0.3], [0.3, -0.4, -0.1], [-0.1, 0.0, 0.2], [0.0, 0.0, 0.1], [0.0, 0.0, 0.0], [0.0, 0.0, 0.0], [0.0, 0.0, 0.0], [0.0, 0.0, 0.0], [0.0, 0.0, 0.0], [0.0, 0.0, 0.0], [0.0, 0.0, 0.0], [0.0, 0.0, 0.0], [0.0, 0.0, 0.0], [0.0, 0.0, 0.0], [0.0, 0.0, 0.0], [0.0, 0.0, 0.0], [0.0, 0.0, 0.0], [0.0, 0.0, 0.0], [0.0, 0.0, 0.0], [0.0, 0.0, 0.0]],
  "charge": 1,
  "multiplicity": 5,
  "homo_lumo_gap_ev": [7.20, 4.86],
  "lumo_energy_ev": [-2.804, -5.144]
}

***

# 2
{
  "formula": "C24H44O24",
  "method": "ωB97M-V with the def2-TZVPD basis set",
  "symbols": ["C", "O", "C", "O", "O", "C", "H", "H", "H", "H", "H", "H", "C", "O", "C", "O", "O", "C", "H", "H", "H", "H", "H", "H", "C", "O", "C", "O", "O", "C", "H", "H", "H", "H", "H", "H", "C", "O", "C", "O", "O", "C", "H", "H", "H", "H", "H", "H", "C", "O", "C", "O", "O", "C", "H", "H", "H", "H", "H", "H", "C", "O", "C", "O", "O", "C", "H", "H", "H", "H", "H", "H", "O", "C", "O", "C", "C", "O", "H", "H", "H", "H", "O", "C", "O", "C", "C", "O", "H", "H", "H", "H"],
  "xyz": [[-2.725751, 1.541101, -0.519634], [-3.688705, 2.389500, -1.172560], [-4.124863, 3.433006, -0.465727], [-3.860850, 3.643990, 0.688129], [-4.981628, 4.193063, -1.160325], [-5.176338, 3.991276, -2.560113], [-2.622287, 0.680345, -1.163868], [-3.119667, 1.235708, 0.449079], [-1.802898, 2.100138, -0.389820], [-4.244021, 3.760005, -3.066820], [-5.557000, 4.933988, -2.947031], [-5.914998, 3.210276, -2.731981], [6.785898, 3.532538, -4.923864], [5.893253, 3.751019, -3.827862], [4.652097, 3.307130, -4.010322], [4.256594, 2.728165, -4.993385], [3.970401, 3.562658, -2.905440], [2.607689, 3.230174, -2.866176], [7.792415, 3.625266, -4.520771], [6.641631, 4.332069, -5.648965], [6.674886, 2.543468, -5.355648], [2.342937, 2.334518, -3.419784], [1.947069, 4.043051, -3.194112], [2.266436, 3.138066, -1.837546], [-3.383638, -2.228341, -0.559751], [-4.054793, -1.592674, 0.522592], [-4.765717, -2.407194, 1.308560], [-5.216354, -3.472425, 0.981861], [-4.848735, -1.847181, 2.509880], [-5.563440, -2.599855, 3.494257], [-3.046895, -1.457310, -1.244942], [-4.043479, -2.914824, -1.086738], [-2.501805, -2.753932, -0.187446], [-5.520942, -2.024445, 4.417047], [-5.094852, -3.567546, 3.648068], [-6.616248, -2.661740, 3.222167], [1.305489, -3.910714, 2.313154], [0.608791, -4.391084, 3.448216], [-0.584909, -4.955861, 3.407478], [-1.019859, -5.588113, 4.325321], [-1.258076, -4.664955, 2.292239], [-2.650025, -5.016660, 2.233042], [2.082065, -4.595572, 1.969771], [1.730120, -2.941651, 2.555246], [0.637146, -3.804982, 1.459019], [-2.829956, -5.422321, 1.241993], [-3.136297, -4.057668, 2.371762], [-2.946246, -5.756902, 2.970397], [1.031037, -0.228834, -2.627059], [0.083208, -0.167754, -1.571648], [0.382897, -0.691676, -0.400845], [1.370859, -1.325513, -0.105515], [-0.659334, -0.494534, 0.396258], [-0.540710, -0.859297, 1.750317], [2.037013, -0.104935, -2.228137], [0.830095, 0.525236, -3.381455], [0.943141, -1.202236, -3.114237], [-1.507098, -0.667920, 2.207591], [0.185418, -0.248345, 2.298528], [-0.198124, -1.874152, 1.937609], [-1.563539, -1.889593, 5.159368], [-0.229162, -1.453824, 5.439027], [0.494026, -2.264748, 6.200523], [0.244594, -3.405032, 6.453249], [1.571158, -1.593155, 6.624717], [2.404168, -2.287179, 7.544895], [-2.021655, -2.345032, 6.038504], [-1.543562, -2.677541, 4.403438], [-2.107673, -1.006460, 4.848964], [3.218304, -2.780053, 7.010540], [1.838537, -3.069888, 8.045017], [2.793569, -1.532671, 8.218927], [-2.006913, 2.752773, -4.825038], [-0.987888, 3.062545, -5.343030], [0.183062, 2.390313, -5.184459], [1.113894, 2.840901, -6.165322], [0.604027, 4.268127, -6.397277], [-0.793423, 4.135327, -6.135580], [2.128926, 2.794330, -5.779008], [1.138787, 2.279028, -7.101242], [0.751253, 4.542959, -7.440129], [1.048504, 5.021209, -5.749352], [2.566337, 2.900844, 1.030191], [3.289784, 2.005788, 0.748449], [3.808855, 1.804951, -0.484644], [4.779680, 0.758182, -0.439569], [4.526726, 0.104737, 0.912957], [3.683853, 1.035646, 1.597166], [4.637052, 0.065748, -1.266085], [5.771330, 1.205544, -0.522068], [5.423565, -0.092509, 1.497240], [3.981779, -0.837872, 0.829576]],
  "forces_ev_per_a": [[-0.5, 0.4, 0.3], [0.1, 0.0, -0.4], [-0.4, -0.3, 0.3], [0.0, 0.2, -0.3], [0.3, 0.2, 0.3], [0.0, 0.1, -0.2], [0.2, 0.0, -0.1], [0.1, 0.0, 0.0], [0.1, -0.2, 0.0], [0.0, -0.1, 0.0], [-0.1, 0.0, 0.1], [0.1, -0.1, 0.0], [0.4, 0.3, 0.1], [0.0, -0.1, 0.0], [0.1, -0.3, 0.1], [-0.2, 0.1, 0.0], [0.3, 0.3, 0.2], [-1.8, 0.3, 0.3], [-0.1, 0.0, 0.1], [-0.1, -0.2, -0.2], [-0.2, 0.0, -0.1], [0.3, -0.1, -0.1], [0.5, 0.1, -0.6], [0.7, -0.3, 0.2], [0.1, -0.2, -0.4], [0.2, 0.2, 0.3], [0.2, -0.1, -0.3], [-0.1, -0.1, 0.2], [0.0, 0.2, 0.2], [-0.3, 0.4, 0.2], [-0.1, 0.1, 0.1], [0.0, 0.0, 0.1], [-0.1, -0.1, 0.0], [0.2, 0.1, -0.1], [-0.2, -0.1, -0.1], [0.1, -0.4, -0.1], [-0.4, 0.1, -1.1], [0.9, -0.2, 0.5], [-0.6, -0.1, 0.3], [0.0, -0.1, 0.1], [0.3, -0.2, -0.5], [0.3, 0.2, -0.1], [0.1, -0.1, 0.5], [0.1, 0.0, 0.1], [0.0, 0.2, 0.1], [-0.1, 0.2, -0.1], [-0.6, -0.3, 0.0], [0.2, 0.2, 0.2], [0.6, -0.8, -0.1], [-0.5, 0.8, -0.4], [0.1, -1.0, 0.4], [0.1, 0.5, -0.2], [-0.2, 0.3, -0.4], [0.5, 0.2, 1.5], [0.0, 0.0, -0.1], [-0.4, 0.2, 0.3], [0.2, 0.0, 0.1], [-0.1, -0.2, -0.2], [0.0, 0.3, -0.4], [-0.4, -0.2, -0.5], [0.2, -0.7, 0.1], [-0.3, 0.6, 0.0], [0.5, 0.0, 0.0], [-0.4, -0.4, 0.2], [-0.3, 0.3, -0.2], [0.2, -0.4, -0.2], [0.1, 0.2, 0.1], [-0.1, 0.2, -0.2], [0.0, 0.0, -0.2], [0.0, 0.1, 0.0], [0.0, 0.2, 0.2], [0.0, -0.1, 0.1], [-0.2, 0.0, 0.0], [0.4, 0.0, 0.2], [0.0, -0.7, -0.3], [0.6, 1.1, 0.1], [0.4, -0.5, -0.7], [-0.1, 0.1, 0.0], [-0.1, 0.1, 0.3], [-0.7, -0.4, 0.2], [-0.2, 0.2, 0.1], [-0.1, 0.0, 0.2], [-0.2, 0.2, 0.0], [0.0, -0.3, 0.0], [0.1, -0.2, -0.1], [0.2, 0.1, 0.1], [-0.3, -0.6, 0.2], [0.3, 0.2, 0.0], [-0.2, 0.1, -0.1], [0.0, 0.0, 0.0], [0.0, 0.3, 0.0], [-0.1, 0.1, -0.1]],
  "homo_lumo_gap_ev": 10.58,
  "e_above_lowest_ev": 0.000,
  "lumo_energy_ev": 0.296
}

***

# 3
{
  "formula": "CH5NS",
  "method": "ωB97M-V with the def2-TZVPD basis set",
  "symbols": ["S", "H", "C", "N", "H", "H", "H", "H"],
  "xyz": [[-3.197385, 0.942763, 0.019493], [-2.875458, 1.955831, 0.814881], [0.385985, -0.560618, 0.059487], [1.693797, -0.404864, -0.326912], [-0.404226, -0.586824, -0.671990], [0.065641, -0.511783, 1.086825], [2.452118, -0.361702, 0.332976], [1.879528, -0.472804, -1.314759]],
  "forces_ev_per_a": [[-0.2, -0.3, -0.3], [0.1, 0.3, 0.2], [-0.9, -0.4, 0.4], [0.3, 0.2, -0.4], [0.2, 0.2, -0.1], [0.4, 0.2, 0.1], [-0.2, -0.1, -0.3], [0.4, 0.0, 0.4]],
  "charge": -1,
  "multiplicity": 2,
  "homo_lumo_gap_ev": [5.94, 6.01],
  "e_above_lowest_ev": 0.000,
  "lumo_energy_ev": [3.792, 3.768]
}

***

# 4
{
  "formula": "C6H16N2",
  "method": "ωB97M-V with the def2-TZVPD basis set",
  "symbols": ["C", "C", "C", "C", "C", "C", "N", "N", "H", "H", "H", "H", "H", "H", "H", "H", "H", "H", "H", "H", "H", "H", "H", "H"],
  "xyz": [[1.926279, 0.054523, -0.333833], [-0.150006, 0.807292, -0.479817], [-0.879049, -1.173271, 0.572533], [-3.339687, 0.699322, -0.346486], [2.590745, 0.660491, 0.862696], [2.077592, -1.418246, -0.546637], [-0.308925, 0.149323, 0.644368], [-2.132396, 1.444333, -0.133239], [-2.193741, 2.021482, 0.703775], [2.051792, 0.631379, -1.249353], [-0.392462, 0.400892, -1.463035], [0.210495, 1.826029, -0.444130], [-1.038761, -1.544053, -0.447182], [-1.842897, -1.157413, 1.090222], [-0.241078, -1.868766, 1.122984], [-3.246985, 0.090670, -1.252306], [-3.599950, 0.007694, 0.480752], [-4.226258, 1.341040, -0.487874], [3.107537, -1.654962, -0.852964], [2.290551, 1.700090, 1.009340], [2.349268, 0.110547, 1.773387], [3.684644, 0.649959, 0.745443], [1.883672, -1.985642, 0.365904], [1.419618, -1.792709, -1.334550]],
  "forces_ev_per_a": [[0.8, 0.1, -0.5], [0.2, -1.0, 1.1], [0.0, 0.1, 0.1], [-0.2, -0.6, 0.2], [0.0, 0.0, 0.0], [0.0, 0.0, 0.0], [-0.4, 0.5, -0.4], [-0.8, 0.9, -0.5], [0.1, -0.2, 0.2], [0.1, 0.0, 0.0], [0.0, -0.1, 0.0], [0.0, 0.0, 0.0], [0.0, 0.0, 0.0], [0.0, -0.1, 0.0], [0.0, 0.0, -0.1], [0.0, 0.1, 0.1], [0.1, 0.2, -0.1], [0.3, 0.1, 0.1], [-0.1, 0.0, 0.0], [0.0, 0.0, 0.0], [0.0, 0.0, 0.0], [-0.1, 0.0, 0.0], [0.0, 0.0, 0.0], [0.0, 0.0, 0.0]],
  "homo_lumo_gap_ev": [9.05, 6.67],
  "e_above_lowest_ev": 6.201,
  "lumo_energy_ev": [0.913, 0.199]
}